Here is a molecular structure, C29H25N5O15S5V from the OMol25 dataset. Energies are from ωB97M-V/def2-TZVPD.

Summary:
- Lowest unoccupied orbital energy (spin up / spin down): 3.4 / 4.0 eV
- Energy relative to the best compared isomer or geometry (same formula, charge and spin): 227.3 kJ/mol
- 2S+1: 2
- Molar mass: 894.8 g mol⁻¹
- HOMO level (spin up / spin down): -3.06 / -3.10 eV
- Energy: -5457.68474 hartree
- Net charge: -2
- Frontier orbital gap (spin up / spin down): 6.4 / 7.1 eV
- Expectation value of S²: 0.760

Last column: Mulliken spin population.
CARTESIAN COORDINATES (ANGSTROEM)
1 O -1.3405 -5.0029 -4.5440  0.000
2 H 5.8320 4.2816 -2.5618  0.000
3 C 2.7716 5.7365 -2.5983  0.000
4 S 2.3716 -2.7131 -0.6436  0.008
5 S 3.6877 -0.6924 -2.3229  0.004
6 H -1.9818 0.0634 2.1156  0.001
7 O -2.0547 2.0101 1.6692  0.000
8 H -2.0710 -2.7475 2.1546  -0.001
9 C 3.1364 1.5740 3.2129  -0.001
10 N 1.4040 0.4001 2.0817  -0.019
11 S -2.3285 1.0182 -1.2217  0.002
12 C -0.5812 -2.5632 -2.1613  0.007
13 H 1.4701 2.7482 4.0184  0.000
14 C -1.6688 3.5886 -0.3271  0.001
15 N -1.6630 -0.7354 1.5767  0.012
16 H 5.2248 -2.4005 -2.9565  0.000
17 C 3.5668 -3.3249 -1.8871  0.000
18 C -2.2741 2.8050 -1.3030  -0.001
19 H 5.2121 -2.1247 -1.1908  0.000
20 C 0.6224 -2.3797 -5.6765  0.000
21 O -0.7445 4.0152 2.0465  0.000
22 C 4.0114 3.2905 -2.0597  0.000
23 C -1.5916 4.9605 -0.5016  -0.001
24 N -0.7612 -3.8723 -2.3338  0.000
25 H -2.2689 -0.8690 0.7734  0.004
26 C 0.2796 -0.5426 -3.5781  0.000
27 C 2.4321 -1.0509 -1.1440  0.054
28 C -2.6523 4.7519 -2.6476  0.000
29 C 2.0219 4.6274 -2.2435  0.000
30 H -2.9989 5.1996 -3.5705  0.000
31 O 0.9375 -5.1606 -3.7012  0.000
32 C 0.7722 -0.1339 -4.8097  0.000
33 O 0.5770 -1.5863 1.0396  -0.043
34 O 3.5657 0.1886 1.2799  0.001
35 C 4.7596 4.3997 -2.4638  0.001
36 H 2.2863 6.6852 -2.7928  0.000
37 C -0.0291 -1.8788 -3.3972  -0.003
38 C 0.9385 -1.0367 -5.8527  0.000
39 H 0.1280 0.1691 -2.7892  0.006
40 C 0.1445 -2.7675 -4.4446  -0.001
41 H 4.0018 -4.2356 -1.4735  0.000
42 H 1.9125 1.3598 5.0322  0.000
43 O -2.4089 0.5605 -2.5786  -0.003
44 H 3.9582 1.1309 3.7742  0.000
45 C -2.7616 3.3833 -2.4634  0.000
46 H 1.0251 0.9101 -4.9515  0.000
47 C -1.3561 -1.9387 2.3086  0.010
48 O 0.4727 -3.5013 2.2001  -0.006
49 S -0.2817 -4.3724 -3.7867  0.000
50 H 0.9447 4.6921 -2.1719  0.000
51 O -3.4277 0.5965 -0.3922  -0.001
52 S -1.0046 2.8752 1.1866  0.005
53 H -3.1885 2.7309 -3.2120  0.000
54 H 3.9885 1.5027 -1.4571  0.002
55 C 1.8492 1.7257 4.0078  -0.002
56 H 4.7518 6.4567 -3.0445  0.000
57 H 3.4805 2.5148 2.7826  0.000
58 O 0.5261 2.3292 -2.1617  -0.004
59 O 4.6694 2.1639 -1.7608  0.000
60 V 0.1280 -0.0075 0.4625  1.061
61 C 4.5938 -2.2451 -2.0814  0.001
62 H 0.7425 -3.0998 -6.4763  0.000
63 C 2.7526 0.6536 2.0507  0.000
64 O 0.2602 2.1818 0.8453  0.002
65 H 3.0247 -3.5781 -2.7988  0.000
66 C 0.0115 -2.4515 1.8301  0.007
67 O -1.0206 0.6697 -0.5567  -0.050
68 N 2.3159 1.1452 -1.2697  -0.014
69 C -2.0760 5.5425 -1.6633  0.000
70 O -0.8376 -1.9667 -1.0942  0.010
71 H -1.1264 5.5416 0.2827  0.000
72 C 2.6127 3.3942 -1.9881  0.006
73 C 0.8419 0.8866 3.2274  -0.002
74 O -0.2786 0.6288 3.6322  0.003
75 H 1.3225 -0.6954 -6.8069  0.000
76 H -1.2545 -1.7238 3.3709  -0.002
77 H -1.9871 6.6123 -1.8072  0.000
78 C 1.6916 2.2230 -1.7600  0.004
79 N 1.7340 -0.0006 -0.7534  -0.057
80 C 4.1492 5.6106 -2.7334  0.000

=====

Here is a molecular structure, C29H26As2CaIN3O11 from the OMol25 dataset. Energies are from ωB97M-V/def2-TZVPD.

Summary:
- Lowest unoccupied orbital energy: 3.8 eV
- Energy relative to the best compared isomer or geometry (same formula, charge and spin): 28.0 kJ/mol
- 2S+1: 1
- Molar mass: 909.4 g mol⁻¹
- HOMO level: -3.17 eV
- Energy: -7559.66428 hartree
- Net charge: -2
- Frontier orbital gap: 6.9 eV

Last column: Mulliken charge in e.
CARTESIAN COORDINATES (ANGSTROEM)
1 N 0.1182 -2.0966 1.9561  0.085
2 C 2.3986 5.1312 0.2029  0.286
3 C -3.8248 0.0355 -0.8903  -0.948
4 O -2.1510 0.4934 -3.1385  -0.782
5 O 2.5222 0.5131 0.9960  -0.663
6 C 1.1296 4.9749 -0.3389  -0.976
7 H -3.0301 -3.5231 -4.5305  0.448
8 C 0.2951 -2.1187 3.2792  -0.017
9 H -4.2962 -0.0493 -1.8597  0.563
10 C 1.0785 -0.6997 -6.2723  -0.824
11 H -4.3899 -0.1315 2.4775  0.418
12 C -2.5375 0.2803 1.5207  -0.113
13 C 0.8488 -1.1350 -3.9010  0.521
14 C 3.1804 6.4390 -0.0048  0.415
15 C -1.7208 0.4207 2.8262  0.051
16 C 1.5248 -0.5463 -4.9700  -1.026
17 H -3.4285 -1.8338 -4.0790  0.368
18 Ca 0.4525 0.4077 0.6510  2.201
19 O 0.9477 -2.6874 -1.3653  -0.663
20 C -4.5224 -0.1360 0.2965  1.258
21 H 3.9266 -1.4408 -3.3066  0.434
22 C -0.7462 -2.0135 -5.4298  -0.198
23 C -3.8838 -0.0103 1.5246  -0.732
24 H -0.4428 -1.5757 -7.5071  0.370
25 I 2.0345 -1.2029 3.9937  0.104
26 C -0.0645 -1.4469 -6.5001  -0.968
27 C -0.3208 -1.8739 -4.1058  0.357
28 N 1.0012 2.7219 0.4480  -0.231
29 H -3.8615 -3.1753 -3.0050  0.420
30 H 2.8886 1.1239 -1.2014  0.142
31 H 0.6948 5.7935 -0.8962  0.450
32 H 3.9115 4.1503 1.3681  0.527
33 O -2.3296 0.2111 3.8776  -0.815
34 H 1.7935 1.7330 -2.4764  0.286
35 H -2.4239 -3.8207 4.2914  0.352
36 O 1.1154 -1.3346 -0.7281  -0.201
37 H -1.0468 -2.7109 0.3786  0.866
38 C -0.9580 -2.7283 1.4603  -0.452
39 H 0.0439 -4.6222 -2.2974  0.296
40 H -2.7539 -3.8436 1.8068  0.433
41 H -0.5262 3.6197 -0.5897  0.497
42 H -0.4102 -2.6879 5.2227  0.389
43 O -5.8555 -0.4265 0.2099  -0.581
44 H 3.3708 0.9688 -2.9074  0.747
45 H -0.8308 -4.7598 -3.8534  0.333
46 H -1.6680 -5.1011 -2.3192  0.394
47 C 2.5301 0.9789 -2.2202  -1.096
48 C 2.9390 4.0590 0.9021  -0.939
49 H 1.6112 -0.2299 -7.0897  0.395
50 O 3.6166 1.7167 2.5664  -0.732
51 O 2.7331 7.1794 -0.9136  -0.745
52 C -1.5960 0.5522 -2.0423  -0.279
53 C -1.8927 -3.3662 2.2579  -0.945
54 O -0.4945 0.7142 2.6406  -0.559
55 O 4.1598 6.5954 0.7581  -0.727
56 H 2.4118 0.0473 -4.7920  0.324
57 C -0.5883 -2.7288 4.1579  -0.593
58 As 1.7712 -0.7821 -2.2570  1.489
59 O -0.3551 0.7798 -1.7863  -0.324
60 H 3.9887 -1.5950 -1.5327  0.426
61 C 2.8580 1.6064 1.6118  -0.081
62 C -3.1089 -2.8110 -3.7052  -1.649
63 H -6.1947 -0.5137 1.1067  0.291
64 C 3.3926 -1.7848 -2.4241  -1.366
65 H -1.6502 -2.5631 -5.6380  0.199
66 C -2.4799 0.3223 -0.7988  0.420
67 N -1.8567 0.4332 0.3795  0.331
68 C 0.4653 3.7740 -0.1796  -0.351
69 As -1.4561 -2.6045 -2.6414  1.079
70 H 3.1475 -2.8341 -2.4905  0.326
71 C -0.9118 -4.4803 -2.8017  -1.269
72 C 2.2313 2.8695 0.9837  0.786
73 C -1.7029 -3.3541 3.6297  -0.228

=====

Here is a molecular structure, C29H26AsN2PtS from the OMol25 dataset. Energies are from ωB97M-V/def2-TZVPD.

Summary:
- Lowest unoccupied orbital energy (spin up / spin down): -3.6 / -4.6 eV
- 2S+1: 3
- Molar mass: 704.6 g mol⁻¹
- HOMO level (spin up / spin down): -9.69 / -11.04 eV
- Energy: -3983.19176 hartree
- Net charge: +1
- Frontier orbital gap (spin up / spin down): 6.1 / 6.4 eV
- Expectation value of S²: 2.009

Last column: Mulliken spin population.
CARTESIAN COORDINATES (ANGSTROEM)
1 C 1.7703 3.1846 0.4973  0.034
2 H -2.0339 7.4368 0.6841  0.000
3 H 4.2153 -0.2139 -2.1209  0.014
4 H -1.6240 1.6306 3.6322  0.000
5 H -0.5315 1.2168 1.4398  0.002
6 H 3.0778 -1.5179 1.8575  0.006
7 As -0.1257 -1.0619 -0.2879  0.097
8 C -0.9665 0.3949 2.0126  -0.008
9 H 4.6659 1.8003 -0.4323  0.006
10 H 2.6470 2.7688 0.9746  -0.007
11 Pt 1.7568 0.4253 -0.3714  0.898
12 C 0.4490 -2.8912 -0.5706  0.030
13 H -2.2189 6.0219 -0.2931  0.000
14 C -2.1356 -0.4252 3.9370  0.001
15 N -1.6674 6.5574 0.3565  -0.001
16 H -1.1893 4.5999 -1.3887  0.000
17 H 3.2123 -2.2735 -0.7077  0.016
18 H -0.0851 2.5664 -2.1135  -0.002
19 H -4.4639 -3.0281 -1.8326  0.000
20 H 0.1286 -2.7358 -2.6868  -0.001
21 H 1.7851 -6.4349 -1.3232  0.000
22 N 1.2928 2.5184 -0.5735  0.034
23 H -4.9961 -1.2363 -3.4394  0.000
24 C -4.0821 -1.1923 -2.8674  0.000
25 C -2.0673 -1.7116 3.4289  0.001
26 C 0.9538 -3.6815 0.4551  -0.012
27 C 0.9421 -4.6459 -2.1477  0.000
28 H 1.7883 -5.5701 0.9927  0.000
29 C 1.2255 4.3522 0.9669  -0.005
30 C -0.3712 4.2224 -0.7975  -0.001
31 C -3.2082 -0.1321 -3.0379  0.003
32 C 0.2478 3.0663 -1.2121  0.016
33 H -2.6361 -0.2358 4.8752  0.000
34 H -1.3437 0.7528 -2.4296  0.001
35 C -2.0397 -0.0674 -2.2941  0.000
36 C 3.3785 -1.2747 -0.3384  0.082
37 C 0.4792 -3.3699 -1.8784  0.001
38 H 0.9332 -5.0204 -3.1603  0.000
39 S 0.3376 7.1056 1.9110  0.014
40 H -2.5069 -2.5282 3.9796  0.000
41 C -2.6197 -2.1327 -1.2171  0.002
42 C -1.5754 0.6287 3.2323  0.004
43 H -2.3796 -2.9248 -0.5153  0.001
44 C -0.4731 6.1536 0.8099  -0.006
45 C -0.9067 -0.8948 1.4901  0.002
46 C 3.9004 -0.1819 -1.0908  0.192
47 C -1.7411 -1.0649 -1.3773  0.007
48 C 1.4127 -5.4428 -1.1156  0.003
49 C 1.4181 -4.9586 0.1835  0.001
50 H 3.9814 0.9892 2.0306  0.004
51 C 3.8044 0.4474 1.1135  0.182
52 C 4.1691 0.8742 -0.1863  0.169
53 H -3.4394 0.6447 -3.7531  0.000
54 C 3.3203 -0.8817 1.0213  0.187
55 C -1.4508 -1.9504 2.2108  0.014
56 H -1.3887 -2.9599 1.8196  0.001
57 C -3.7848 -2.1975 -1.9588  0.001
58 H 0.9801 -3.2873 1.4665  -0.001
59 H 1.6727 4.8550 1.8095  0.002
60 C 0.1062 4.9115 0.3305  0.018